(1)
Density functional theory data (ωB97M-V/def2-TZVPD) for a molecular structure, C5H10N5O2 in a non-equilibrium geometry.

Geometry (Å):
C  1.299  -2.908  0.959
C  1.999  -1.642  1.146
C  -0.256  1.524  -1.218
C  -1.055  2.403  0.962
C  -0.575  0.126  0.621
N  1.592  -3.252  -0.280
N  2.492  -1.275  0.018
N  -0.609  -1.022  0.583
N  2.025  -0.835  2.220
N  -0.722  1.284  0.124
O  -0.419  -2.224  0.602
O  2.375  -2.263  -0.865
H  0.513  2.302  -1.306
H  0.033  0.538  -1.698
H  -1.187  1.946  -1.650
H  -0.150  3.183  0.914
H  -1.979  2.907  0.677
H  -1.183  2.186  2.027
H  1.097  -3.525  1.709
H  1.854  -1.025  3.238
H  2.767  -0.066  2.049
H  1.383  -4.089  -0.743

Calculated values
max |F|: 0.09578 hartree/bohr
LUMO: -3.356 eV
total energy: -16878.3659 eV
charge: +1

(2)
Density functional theory data (ωB97M-V/def2-TZVPD) for a molecular structure, C13H13N12PdS2.

Geometry (Å):
Pd  -0.226  0.645  -0.627
C  1.438  -1.377  -2.212
C  1.334  -1.772  -0.772
C  1.936  -2.967  -0.317
C  1.760  -3.383  0.966
C  0.964  -2.621  1.854
C  0.663  -3.015  3.175
C  -0.156  -2.244  3.954
C  -0.690  -1.040  3.456
C  -0.384  -0.632  2.180
S  -1.004  0.866  1.551
C  0.424  -1.428  1.365
N  0.631  -1.035  0.068
H  2.369  -1.740  -2.642
H  1.395  -0.297  -2.365
H  0.608  -1.831  -2.759
H  2.528  -3.541  -1.016
H  2.217  -4.300  1.316
H  1.075  -3.941  3.555
H  -0.411  -2.559  4.955
H  -1.340  -0.437  4.078
N  -3.013  0.902  -2.629
C  -2.852  -0.232  -1.887
N  -3.700  -1.225  -1.812
N  -3.120  -2.102  -0.950
N  -1.996  -1.671  -0.529
N  -1.770  -0.465  -1.133
C  -2.072  1.882  -2.691
N  -2.100  2.876  -3.551
N  -1.008  3.608  -3.265
N  -0.348  3.095  -2.300
N  -0.997  1.968  -1.886
H  -3.807  0.967  -3.249
N  1.750  3.483  1.886
C  1.489  3.289  0.601
N  1.109  4.267  -0.174
S  1.810  1.671  -0.033
H  1.686  4.393  2.315
H  2.116  2.719  2.430
H  0.969  5.198  0.192
H  0.719  4.028  -1.101

Calculated values
max |F|: 0.01867 hartree/bohr
LUMO: -6.445 eV
total energy: -56715.8643 eV
charge: +1

(3)
Density functional theory data (ωB97M-V/def2-TZVPD) for a molecular structure, C9H10N2O7P2Pt.

Geometry (Å):
Pt  0.142  0.104  -0.041
N  0.181  -1.709  -1.800
C  -0.453  -2.704  -1.047
C  -0.735  -3.891  -1.688
C  -1.284  -4.992  -1.018
C  -1.563  -4.922  0.317
C  -1.296  -3.728  1.014
C  -1.574  -3.600  2.397
C  -1.311  -2.433  3.045
C  -0.768  -1.361  2.318
N  -0.501  -1.450  1.035
C  -0.746  -2.614  0.343
H  0.121  -1.861  -2.797
H  0.151  -0.679  -1.737
H  -0.514  -3.974  -2.745
H  -1.484  -5.897  -1.575
H  -1.986  -5.761  0.852
H  -1.998  -4.447  2.921
H  -1.515  -2.302  4.097
H  -0.553  -0.407  2.777
O  -0.938  3.305  2.530
P  -1.212  2.338  1.299
O  -2.578  1.820  1.233
O  -0.010  1.336  1.466
O  -0.795  3.242  0.039
P  -0.278  2.783  -1.428
O  -1.547  2.009  -2.044
O  0.153  3.948  -2.190
O  0.727  1.632  -1.194
H  -1.738  3.770  2.799
H  -2.212  2.622  -2.377

Calculated values
max |F|: 0.01420 hartree/bohr
LUMO: -1.039 eV
total energy: -48638.8710 eV

(4)
Density functional theory data (ωB97M-V/def2-TZVPD) for a single C6H7NO molecule in a non-equilibrium geometry.

Geometry (Å):
O  2.555  -0.206  0.109
C  1.312  -0.024  -0.023
C  0.529  -1.256  0.060
C  -0.747  -1.508  -0.122
C  -1.922  -0.658  -0.047
C  -1.722  0.805  0.082
C  -0.596  1.599  0.102
N  0.736  1.196  -0.186
H  1.227  -2.054  0.265
H  -0.944  -2.564  -0.142
H  -2.685  -1.026  -0.802
H  -2.420  -0.971  0.899
H  -2.576  1.476  0.312
H  -0.724  2.738  0.107
H  1.394  1.931  -0.521

Calculated values
max |F|: 0.06803 hartree/bohr
SMILES: O=C1C=CCC=CN1
LUMO: 0.509 eV
total energy: -9871.6180 eV

(5)
Density functional theory data (ωB97M-V/def2-TZVPD) for 2 unconnected molecules or ions with the total composition C2H3NO2 in a non-equilibrium geometry.

Geometry (Å):
C  -0.878  0.021  -0.359
C  2.359  -0.378  0.337
N  -1.334  0.244  0.789
O  2.673  0.697  0.075
O  0.167  -0.710  -0.656
H  -1.387  0.496  -1.292
H  0.542  -1.191  0.169
H  -2.142  0.820  0.936

Calculated values
max |F|: 0.08009 hartree/bohr
LUMO: 1.008 eV
total energy: -7706.5306 eV

(6)
Density functional theory data (ωB97M-V/def2-TZVPD) for 2 unconnected molecules or ions with the total composition H6N4 in a non-equilibrium geometry.

Geometry (Å):
H  -3.480  -0.244  0.266
N  -2.829  0.524  0.143
N  -1.940  -0.169  -0.389
H  -2.221  -1.125  -0.525
N  2.345  0.250  -0.356
N  1.265  -0.326  0.343
H  2.231  1.250  -0.512
H  3.178  0.119  0.198
H  0.474  -0.538  -0.271
H  0.976  0.260  1.102

Calculated values
max |F|: 0.05559 hartree/bohr
SMILES: [H]/N=N\[H].NN
LUMO: 0.441 eV
total energy: -6054.3732 eV

(7)
Density functional theory data (ωB97M-V/def2-TZVPD) for a molecular structure, C17H9F6N2O12PtS2 in a non-equilibrium geometry.

Geometry (Å):
Pt  1.034  -0.398  0.191
F  -2.470  -3.302  2.295
C  -1.237  -3.597  1.871
F  -1.307  -3.817  0.562
F  -0.896  -4.758  2.443
S  0.017  -2.244  2.313
O  1.099  -2.508  1.406
O  0.277  -2.420  3.703
N  -0.828  -0.955  1.965
S  -0.386  0.361  2.716
O  -0.863  0.497  4.050
O  0.975  0.747  2.461
C  -1.415  1.587  1.714
F  -1.313  2.825  2.212
F  -2.710  1.270  1.708
F  -1.001  1.634  0.449
O  1.632  1.592  -0.711
C  2.776  1.808  -1.118
C  4.015  1.332  -0.561
C  5.209  1.939  -0.944
C  6.422  1.543  -0.406
C  6.471  0.469  0.504
C  5.328  -0.172  0.857
C  4.040  0.229  0.372
O  3.037  -0.415  0.790
N  7.615  2.225  -0.745
O  8.655  1.873  -0.204
O  7.553  3.139  -1.553
H  2.895  2.450  -2.009
H  5.190  2.760  -1.647
H  7.433  0.182  0.901
H  5.331  -0.998  1.548
O  -0.659  0.460  -2.420
C  -1.190  -0.302  -1.635
O  -0.579  -1.116  -0.843
C  -2.697  -0.382  -1.506
C  -3.239  -1.068  -0.427
C  -4.612  -1.184  -0.254
C  -5.409  -0.561  -1.185
O  -6.781  -0.503  -1.240
C  -7.087  0.287  -2.367
O  -5.899  0.645  -3.033
C  -4.871  0.139  -2.265
C  -3.515  0.245  -2.452
H  -2.567  -1.500  0.294
H  -5.030  -1.736  0.569
H  -7.622  1.199  -2.046
H  -7.740  -0.285  -3.046
H  -3.081  0.784  -3.277

Calculated values
max |F|: 0.07630 hartree/bohr
LUMO (spin up / spin down): 1.129 / 1.117 eV
total energy: -86543.8306 eV
charge: -1

(8)
Density functional theory data (ωB97M-V/def2-TZVPD) for a molecular structure, C14H17Cl2F9O3W in a non-equilibrium geometry.

Geometry (Å):
C  0.283  -1.245  -2.182
C  1.140  -0.103  -2.343
C  0.327  1.066  -2.304
C  2.593  -0.131  -2.576
C  -1.045  0.652  -2.273
C  -1.079  -0.772  -2.146
C  -2.322  -1.588  -2.229
C  0.728  -2.663  -2.261
C  0.811  2.470  -2.345
C  -2.227  1.538  -2.405
W  0.020  -0.057  -0.193
Cl  3.985  1.667  -0.502
Cl  2.006  -1.118  0.389
O  -1.232  1.323  0.249
H  3.060  -1.087  -2.327
H  3.083  0.613  -1.875
H  2.869  0.220  -3.582
H  1.766  2.573  -1.810
H  0.062  3.149  -1.918
H  0.971  2.760  -3.393
H  -2.082  2.505  -1.908
H  -3.121  1.070  -1.978
H  -2.422  1.734  -3.472
H  -3.134  -1.094  -1.685
H  -2.185  -2.575  -1.779
H  -2.642  -1.713  -3.277
H  1.690  -2.797  -1.757
H  0.836  -2.986  -3.309
H  0.008  -3.312  -1.752
H  -1.428  1.399  1.213
O  -1.033  -1.589  0.364
H  -0.636  -1.941  1.209
F  -1.494  2.061  3.677
C  -1.355  0.744  4.016
F  -1.504  0.637  5.363
F  -2.387  0.088  3.428
C  0.063  0.183  3.492
O  0.227  0.319  2.193
C  1.150  1.028  4.322
F  1.057  0.880  5.683
F  2.381  0.624  3.938
F  1.056  2.359  4.079
C  0.254  -1.358  3.914
F  0.134  -1.541  5.251
F  -0.688  -2.150  3.299
F  1.455  -1.839  3.504

Calculated values
max |F|: 0.08095 hartree/bohr
LUMO (spin up / spin down): -3.051 / -3.051 eV
total energy: -72265.2646 eV

(9)
Density functional theory data (ωB97M-V/def2-TZVPD) for a single C25H34N4O6 molecule.

Geometry (Å):
C  2.996  4.295  -1.333
C  2.504  3.944  0.071
C  3.682  3.700  1.010
C  1.535  2.754  0.054
C  2.188  1.423  -0.294
N  1.201  0.458  -0.748
C  1.510  -0.476  -1.662
O  2.498  -0.459  -2.382
C  0.532  -1.577  -1.800
N  0.771  -2.513  -2.764
C  -0.207  -3.436  -2.691
N  -1.061  -3.157  -1.747
C  -0.624  -2.000  -1.164
C  -1.373  -1.419  -0.040
O  -1.024  -0.406  0.560
N  -2.479  -2.117  0.260
C  -3.432  -1.687  1.257
C  -2.897  -1.871  2.676
C  -3.819  -0.208  1.041
O  -4.225  0.491  1.929
O  -3.692  0.118  -0.232
C  -3.829  1.496  -0.675
C  -3.414  1.445  -2.146
C  -2.882  2.394  0.118
C  -5.281  1.946  -0.531
C  2.782  0.708  0.921
O  2.398  0.834  2.052
O  3.682  -0.186  0.515
C  3.973  -1.275  1.403
C  2.934  -2.343  1.176
C  3.085  -3.252  0.137
C  2.093  -4.180  -0.128
C  0.938  -4.200  0.635
C  0.778  -3.287  1.664
C  1.769  -2.360  1.933
H  3.607  5.194  -1.301
H  3.600  3.493  -1.750
H  2.156  4.476  -2.000
H  1.939  4.803  0.452
H  3.330  3.410  1.996
H  4.281  4.603  1.107
H  4.323  2.908  0.627
H  1.073  2.649  1.039
H  0.744  2.950  -0.673
H  2.941  1.503  -1.082
H  0.390  0.289  -0.137
H  1.572  -2.461  -3.377
H  -0.272  -4.289  -3.336
H  -2.666  -2.917  -0.327
H  -4.347  -2.276  1.124
H  -3.606  -1.456  3.386
H  -2.744  -2.926  2.890
H  -1.955  -1.338  2.777
H  -3.512  2.428  -2.595
H  -2.380  1.117  -2.225
H  -4.042  0.742  -2.687
H  -3.242  2.527  1.134
H  -2.808  3.365  -0.363
H  -1.896  1.935  0.160
H  -5.938  1.287  -1.094
H  -5.576  1.928  0.515
H  -5.389  2.959  -0.909
H  4.973  -1.617  1.132
H  3.955  -0.912  2.435
H  3.981  -3.227  -0.465
H  2.221  -4.889  -0.933
H  0.162  -4.920  0.423
H  -0.123  -3.296  2.259
H  1.636  -1.639  2.726

Calculated values
max |F|: 0.01867 hartree/bohr
SMILES: CC(C)C[C@H](NC(=O)c1[nH]cnc1C(=O)N[C@@H](C)C(=O)OC(C)(C)C)C(=O)OCc1ccccc1
LUMO: 0.542 eV
total energy: -44725.6748 eV

(10)
Density functional theory data (ωB97M-V/def2-TZVPD) for a molecular structure, C20H16AuN8S2.

Geometry (Å):
Au  0.762  0.476  -0.714
C  3.319  -0.199  3.395
C  2.571  -0.112  2.099
N  1.295  -0.028  1.974
N  0.564  -0.189  3.157
C  -0.546  0.501  3.363
N  -1.314  0.272  4.410
S  -0.942  1.752  2.238
C  3.372  -0.155  0.829
C  4.740  -0.311  0.898
C  5.500  -0.420  -0.266
C  4.859  -0.379  -1.484
C  3.484  -0.224  -1.499
N  2.751  -0.107  -0.381
H  2.698  0.032  4.254
H  4.132  0.527  3.389
H  3.766  -1.185  3.535
H  0.887  -0.853  3.851
H  -1.110  -0.457  5.081
H  -2.090  0.881  4.632
H  5.236  -0.358  1.855
H  6.573  -0.541  -0.206
H  5.397  -0.468  -2.417
H  2.945  -0.197  -2.436
S  -6.510  -0.305  -2.392
N  -5.618  1.020  -2.207
C  -4.377  0.612  -1.982
C  -3.230  1.478  -1.766
C  -3.250  2.875  -1.862
C  -2.078  3.583  -1.684
C  -0.902  2.898  -1.389
N  -0.890  1.568  -1.286
C  -2.023  0.857  -1.485
C  -1.881  -0.585  -1.474
N  -0.640  -1.078  -1.269
C  -0.405  -2.380  -1.345
C  -1.434  -3.279  -1.629
C  -2.712  -2.804  -1.822
C  -2.951  -1.425  -1.745
C  -4.241  -0.794  -1.972
N  -5.382  -1.433  -2.192
H  -4.182  3.377  -2.090
H  -2.051  4.659  -1.781
H  0.036  3.418  -1.249
H  0.612  -2.715  -1.188
H  -1.207  -4.333  -1.705
H  -3.534  -3.473  -2.044

Calculated values
max |F|: 0.00893 hartree/bohr
2S+1: 3
LUMO (spin up / spin down): -9.495 / -12.329 eV
total energy: -58256.0079 eV
charge: +3

(11)
Density functional theory data (ωB97M-V/def2-TZVPD) for a single C2H4Cl2N2S molecule in a non-equilibrium geometry.

Geometry (Å):
H  0.912  2.084  1.125
N  0.949  0.998  0.973
C  0.091  0.241  0.161
N  0.268  -1.182  -0.055
S  1.380  -2.300  0.899
C  -1.274  0.637  -0.448
Cl  -1.403  2.299  -0.787
Cl  -1.609  -0.251  -2.065
H  -0.095  -1.338  -1.006
H  2.764  -1.399  0.805
H  -1.981  0.210  0.398

Calculated values
max |F|: 0.10365 hartree/bohr
SMILES: [H]/N=C(/NS)C(Cl)Cl
LUMO: 0.262 eV
total energy: -40995.9191 eV

(12)
Density functional theory data (ωB97M-V/def2-TZVPD) for a molecular structure, C26H26N2OPRu.

Geometry (Å):
Ru  0.264  0.532  -0.617
C  2.417  -6.763  -3.173
C  2.851  -6.778  -1.858
C  2.542  -5.718  -1.015
C  1.791  -4.642  -1.484
C  1.357  -4.638  -2.814
C  1.669  -5.692  -3.654
P  1.424  -3.330  -0.289
C  1.820  -1.788  -1.285
C  3.065  -1.189  -1.061
C  3.465  -0.058  -1.767
C  2.622  0.519  -2.715
C  1.382  -0.060  -2.975
C  0.982  -1.206  -2.262
C  -0.421  -3.236  -0.381
C  -1.237  -4.282  -0.705
C  -2.659  -4.345  -0.735
C  -3.535  -3.312  -0.827
C  -3.257  -1.908  -0.935
C  -4.287  -1.073  -1.432
C  -4.080  0.262  -1.667
C  -2.829  0.846  -1.410
C  -1.818  0.089  -0.858
C  -2.047  -1.288  -0.586
H  2.661  -7.585  -3.832
H  3.432  -7.611  -1.486
H  2.886  -5.731  0.012
H  0.769  -3.813  -3.199
H  1.335  -5.685  -4.683
H  3.734  -1.628  -0.329
H  4.445  0.366  -1.588
H  2.948  1.383  -3.281
H  0.743  0.333  -3.757
H  0.042  -1.677  -2.523
H  -0.727  -5.214  -0.936
H  -3.087  -5.338  -0.786
H  -4.581  -3.576  -0.933
H  -5.250  -1.516  -1.649
H  -4.882  0.867  -2.069
H  -2.687  1.893  -1.651
N  1.498  0.873  1.312
C  0.942  1.896  2.237
C  1.083  3.301  1.672
C  0.260  3.583  0.427
N  0.734  2.787  -0.747
H  1.443  -0.046  1.748
H  2.485  1.055  1.148
H  1.449  1.832  3.200
H  -0.109  1.651  2.404
H  2.139  3.524  1.478
H  0.775  4.007  2.444
H  0.307  4.644  0.183
H  -0.789  3.328  0.593
H  1.729  2.956  -0.885
H  0.286  3.147  -1.589
O  -0.104  -1.209  0.682
C  -0.898  -1.944  0.011

Calculated values
max |F|: 0.00759 hartree/bohr
2S+1: 6
LUMO (spin up / spin down): -6.454 / -8.289 eV
total energy: -44264.9056 eV
charge: +2

(13)
Density functional theory data (ωB97M-V/def2-TZVPD) for a molecular structure, C29H30AsF9N6NdOS2 in a non-equilibrium geometry.

Geometry (Å):
Nd  -0.437  -1.520  -0.568
S  1.926  -0.145  -1.720
C  2.830  0.959  -0.653
C  4.106  0.732  -0.149
C  4.835  1.798  0.384
C  4.312  3.125  0.304
C  3.018  3.325  -0.176
C  2.269  2.231  -0.647
As  0.431  2.137  -1.243
C  0.176  4.169  -0.966
C  0.183  4.679  0.341
C  -0.243  5.981  0.611
C  -0.709  6.801  -0.417
C  -0.744  6.308  -1.716
C  -0.237  5.024  -1.998
C  0.630  2.007  -3.218
C  1.735  2.490  -3.901
C  2.025  2.091  -5.183
C  1.063  1.404  -5.913
C  -0.206  1.156  -5.322
C  -0.359  1.319  -3.935
H  4.523  -0.289  -0.137
H  5.807  1.550  0.804
H  4.828  3.954  0.814
H  2.613  4.351  -0.263
H  0.524  3.986  1.124
H  -0.232  6.383  1.623
H  -1.015  7.833  -0.250
H  -1.114  6.873  -2.579
H  -0.212  4.630  -3.013
H  2.416  3.152  -3.383
H  2.959  2.415  -5.634
H  1.228  1.011  -6.905
H  -0.979  0.713  -5.974
H  -1.224  0.830  -3.430
F  -4.305  -1.784  -2.712
C  -3.396  -2.193  -1.865
F  -3.270  -3.562  -2.013
F  -2.103  -1.720  -2.334
C  -3.533  -1.800  -0.330
O  -2.429  -2.210  0.326
C  -3.711  -0.279  -0.204
F  -4.435  0.312  -1.140
F  -4.146  0.120  1.025
F  -2.354  0.223  -0.270
C  -4.758  -2.636  0.271
F  -5.289  -2.065  1.349
F  -5.755  -2.732  -0.647
F  -4.326  -3.897  0.537
N  0.282  -6.636  -0.362
C  -0.199  -5.374  -0.426
N  -1.465  -5.161  -0.158
S  0.841  -4.080  -0.853
H  -0.258  -7.361  0.124
H  1.246  -6.813  -0.559
H  -2.064  -5.966  0.029
H  -1.924  -4.229  -0.140
C  1.565  -2.101  2.208
N  0.171  -1.702  1.878
C  -0.689  -2.541  2.717
N  -0.455  -2.361  4.119
C  0.906  -2.763  4.461
N  1.886  -2.016  3.636
C  1.713  -0.585  3.953
N  0.355  -0.103  3.678
C  0.033  -0.299  2.272
C  -0.586  -0.875  4.455
H  2.247  -1.451  1.627
H  1.710  -3.109  1.838
H  -0.567  -3.575  2.374
H  -1.770  -2.299  2.533
H  0.973  -3.843  4.307
H  1.073  -2.502  5.543
H  2.420  0.003  3.415
H  1.943  -0.449  5.053
H  0.711  0.311  1.655
H  -1.024  -0.011  2.151
H  -1.614  -0.571  4.227
H  -0.376  -0.778  5.537

Calculated values
max |F|: 0.05007 hartree/bohr
2S+1: 4
LUMO (spin up / spin down): -3.650 / -2.825 eV
total energy: -163787.2090 eV
charge: +1